C38H73N3O4P | the ωB97M-V functional and the def2-TZVPD basis

Properties
strongest force on any atom = 1.3 eV/Å
orbital gap = 5.410 eV
HOMO energy = -3.6 eV
total charge = -1
2S+1 = 1

Geometry as XYZ:
```
119
Properties=species:S:1:pos:R:3:forces:R:3:lowdin_charge:R:1
C 3.1184 1.1163 -1.6431 -0.06 -0.52 -0.17 0.054
C 4.1633 0.5100 -1.5817 0.36 0.84 0.39 -0.222
C 5.5094 -0.0175 -1.4567 -0.18 -0.39 -0.88 -0.294
P 5.7116 -1.6938 -0.4125 -0.53 0.14 0.36 0.591
C 4.5259 -1.1847 1.0416 -0.04 -0.79 0.06 -0.324
C 3.2021 -1.9710 1.0133 -0.05 0.57 0.61 -0.294
C 1.9627 -1.2025 0.5390 -0.29 -1.25 -0.21 -0.215
C 0.6618 -1.9928 0.8574 0.28 -0.42 -0.26 -0.211
C -0.0322 -2.4830 -0.4235 -0.23 0.78 0.25 -0.224
C -1.4583 -3.0009 -0.2229 -0.03 0.11 -0.82 -0.219
C -2.4448 -1.9025 0.2182 -0.10 -0.46 0.45 -0.220
C -3.4056 -2.4056 1.3164 0.23 0.84 -0.65 -0.210
C -4.3013 -1.2649 1.8643 0.04 -0.87 -0.28 -0.208
C -5.7498 -1.4306 1.3698 0.63 0.29 0.48 -0.221
C -6.6658 -0.2927 1.8614 0.75 -0.29 -0.74 -0.203
C -6.5818 0.9368 0.9454 -0.53 -0.05 -0.10 -0.219
C -7.1948 0.6879 -0.4486 -0.46 0.03 0.24 -0.247
C -8.6570 1.1827 -0.4808 0.91 -0.29 0.28 -0.124
C 7.2986 -0.9874 0.4135 0.21 -0.26 0.05 -0.321
C 7.2345 -0.0446 1.6125 0.23 0.48 0.30 -0.266
C 6.7133 1.3799 1.3670 0.31 0.35 0.22 -0.214
C 6.3471 2.1324 2.6630 0.07 -0.30 -0.36 -0.165
C 7.3636 2.0153 3.8062 -0.45 0.71 0.21 -0.232
O 6.7563 1.4194 4.9544 0.20 -0.45 -0.25 -0.197
C 7.5231 0.3772 5.5185 -0.23 0.33 0.36 -0.125
C 6.7240 -2.5247 -1.8633 0.23 0.10 -0.23 -0.292
C 8.0968 -2.7793 -1.8898 0.11 -0.15 0.04 -0.110
C 8.7106 -3.4280 -2.9584 0.24 -0.12 -0.15 -0.125
C 7.9796 -3.8375 -4.0588 -0.53 -0.04 -0.16 -0.137
C 6.6072 -3.5999 -4.0611 -0.02 0.00 0.11 -0.119
C 6.0119 -2.9638 -2.9843 -0.12 0.19 0.18 -0.132
H 2.1228 1.4683 -1.7611 0.04 0.10 0.08 0.001
H 5.7963 -0.3094 -2.4751 0.06 -0.07 0.08 0.072
H 6.2261 0.7606 -1.1997 -0.21 0.15 0.17 0.046
H 5.8702 -2.9819 0.3068 -0.05 -0.06 -0.04 0.011
H 4.5157 -2.1864 -1.1111 0.09 -0.08 -0.07 0.000
H 4.3676 -0.1106 1.1650 -0.11 0.00 -0.02 0.061
H 5.0223 -1.5839 1.9316 0.27 0.40 -0.02 0.053
H 2.9753 -2.3133 2.0330 0.06 0.04 0.01 0.091
H 3.3284 -2.8943 0.4335 -0.02 0.07 -0.17 0.085
H 2.0164 -1.1546 -0.5484 0.11 0.56 0.01 0.078
H 1.9273 -0.2025 0.9668 0.11 0.09 -0.09 0.103
H -0.0270 -1.4144 1.4776 -0.03 0.08 -0.07 0.093
H 0.9128 -2.8885 1.4380 0.02 0.10 0.15 0.101
H -0.0981 -1.6184 -1.0971 -0.03 -0.07 -0.07 0.111
H 0.6083 -3.2009 -0.9398 -0.04 -0.13 0.10 0.115
H -1.4930 -3.8691 0.4409 0.09 0.13 0.22 0.103
H -1.8036 -3.3705 -1.1963 0.02 -0.16 0.09 0.102
H -1.9035 -1.0289 0.5870 0.04 -0.02 0.05 0.096
H -3.0413 -1.5587 -0.6318 0.06 0.04 -0.04 0.111
H -2.7909 -2.8713 2.0871 -0.18 -0.06 0.14 0.105
H -4.0365 -3.1614 0.8402 0.01 -0.25 0.31 0.104
H -3.8866 -0.3185 1.5139 -0.07 0.15 0.19 0.102
H -4.2712 -1.2887 2.9561 -0.10 0.22 0.01 0.105
H -5.6946 -1.4783 0.2800 -0.28 -0.01 -0.05 0.102
H -6.0846 -2.4117 1.7190 -0.20 0.05 -0.02 0.103
H -7.6928 -0.6610 1.9018 -0.09 0.21 0.17 0.098
H -6.2976 -0.0086 2.8497 -0.40 -0.06 0.20 0.103
H -7.1797 1.7286 1.4105 0.20 0.13 0.03 0.099
H -5.5607 1.3163 0.8785 0.08 -0.17 0.04 0.102
H -7.2320 -0.3814 -0.6668 0.22 -0.02 0.01 0.091
H -6.6039 1.1555 -1.2367 -0.05 0.05 -0.02 0.103
H -8.6551 2.2733 -0.4799 -0.25 0.02 -0.14 0.060
H -9.1219 0.8260 0.4408 -0.29 0.00 -0.13 0.062
H -9.1684 0.7752 -1.3467 -0.22 0.24 -0.01 0.059
H 7.8891 -1.8579 0.7258 -0.12 -0.02 0.06 0.060
H 7.9067 -0.5071 -0.3640 -0.11 0.07 -0.01 0.073
H 8.2689 0.0812 1.9671 0.00 -0.06 -0.02 0.091
H 6.7197 -0.4550 2.4876 -0.21 -0.25 -0.26 0.091
H 7.5034 1.9496 0.8594 -0.08 -0.07 -0.17 0.105
H 5.8439 1.4182 0.7140 0.02 -0.14 0.00 0.083
H 6.1925 3.1890 2.4285 -0.03 -0.01 -0.04 0.099
H 5.3826 1.7522 3.0067 0.08 -0.04 0.23 0.113
H 8.2671 1.4800 3.5148 -0.06 -0.17 -0.03 0.100
H 7.6721 3.0274 4.1011 0.13 -0.07 0.02 0.111
H 8.3480 0.7945 6.1120 0.16 -0.16 -0.13 0.081
H 6.8735 -0.1679 6.2047 -0.01 -0.02 -0.05 0.083
H 7.8990 -0.3166 4.7629 0.06 0.03 -0.04 0.080
H 8.7285 -2.5011 -1.0556 -0.05 0.06 -0.01 0.075
H 9.7783 -3.6280 -2.9436 0.00 0.08 0.11 0.086
H 8.4237 -4.3436 -4.9082 0.20 0.02 0.09 0.082
H 5.9799 -3.9121 -4.8897 0.12 -0.03 -0.08 0.086
H 4.9401 -2.7799 -2.9995 0.01 -0.03 -0.04 0.083
C 6.7906 5.4194 -1.9389 -0.02 0.00 -0.02 -0.012
C 7.7327 4.2436 -1.8105 -0.05 -0.11 0.04 -0.550
O 7.3754 3.1057 -2.0328 0.03 0.02 -0.05 0.054
N 9.0174 4.5067 -1.4243 -0.06 0.14 -0.03 0.003
C 9.6172 5.7872 -1.1140 0.12 -0.35 0.01 -0.091
H 5.8198 5.0435 -2.2466 0.03 -0.08 0.01 0.084
H 6.6825 5.9336 -0.9827 0.02 0.07 -0.04 0.081
H 7.1518 6.1249 -2.6891 0.00 0.07 0.06 0.079
H 9.5896 3.6801 -1.3546 -0.01 -0.01 0.02 0.137
H 10.4597 5.9808 -1.7821 -0.01 0.12 0.02 0.078
H 9.9851 5.7914 -0.0855 -0.01 0.12 0.00 0.079
H 8.8941 6.5880 -1.2267 -0.02 -0.01 -0.01 0.067
C -9.5417 4.5051 -4.7289 0.02 -0.02 0.00 -0.013
C -9.7989 3.6648 -3.4987 0.03 -0.09 0.08 -0.547
O -9.2003 2.6277 -3.2838 0.02 0.05 -0.19 0.041
N -10.7381 4.1124 -2.6181 -0.01 0.10 -0.11 0.007
C -11.5459 5.3126 -2.6981 0.03 -0.26 0.24 -0.084
H -8.7740 4.0178 -5.3215 0.01 -0.05 0.05 0.082
H -10.4470 4.5962 -5.3307 0.01 0.09 0.01 0.081
H -9.1930 5.5006 -4.4510 -0.07 0.03 -0.05 0.082
H -10.8585 3.5068 -1.8211 0.01 0.00 0.00 0.137
H -11.3555 5.9512 -1.8333 -0.03 0.09 -0.06 0.081
H -12.6061 5.0514 -2.7076 -0.03 0.10 -0.05 0.081
H -11.3179 5.8715 -3.5992 0.02 -0.01 -0.02 0.069
C -9.2872 -4.2287 0.8085 0.01 0.02 -0.03 -0.011
C -10.1909 -3.0357 1.0167 0.07 0.08 -0.05 -0.552
O -10.1094 -2.0369 0.3248 -0.02 0.01 0.01 0.033
N -11.1091 -3.1125 2.0206 0.07 -0.13 -0.02 0.003
C -11.3453 -4.2086 2.9393 -0.15 0.31 -0.03 -0.083
H -8.6178 -4.0111 -0.0178 -0.02 0.07 0.00 0.083
H -8.6914 -4.4221 1.7014 -0.03 -0.08 0.00 0.083
H -9.8707 -5.1178 0.5654 0.04 -0.04 0.07 0.082
H -11.6772 -2.2851 2.1081 0.00 0.01 0.01 0.136
H -12.3718 -4.5670 2.8397 0.03 -0.10 0.04 0.080
H -11.1937 -3.8751 3.9676 0.03 -0.11 0.03 0.081
H -10.6687 -5.0320 2.7382 0.02 0.00 -0.02 0.070
```
Forces are in eV/Å.